Record 1
Density functional theory data (ωB97M-V/def2-TZVPD) for 13 unconnected molecules or ions with the total composition C21H55N13O18 at a distorted geometry.

Output
**Multiplicity**: 1
**Kohn-Sham gap**: 0.3429 hartree
**Molar mass**: 777.7 g/mol

Geometry as XYZ:
```
107
Properties=species:S:1:pos:R:3:forces:R:3:mulliken_charge:R:1
C -4.19098 1.95788 -0.69738 2.0 1.6 -0.5 -0.6905
N -3.28678 0.85505 -1.20377 -1.8 -0.3 -0.4 0.8444
O -2.09290 0.97476 -1.32076 0.3 0.6 0.4 -0.2728
O -3.90081 -0.14615 -1.53294 0.4 -0.4 -0.1 -0.5846
H -3.81379 2.17870 0.32422 -0.5 0.1 -0.7 0.2235
H -5.20243 1.64880 -0.78976 -0.6 -0.7 0.4 0.3393
H -4.07855 2.82790 -1.41908 0.3 -0.8 1.1 0.1309
C 4.31489 0.38433 -6.32729 -1.5 0.3 0.1 -0.6104
N 3.25369 0.94383 -5.43997 -0.7 0.0 0.1 0.8711
O 2.13725 0.45426 -5.41731 0.4 -0.1 -0.3 -0.5280
O 3.59622 1.86330 -4.73741 0.1 0.5 0.4 -0.5462
H 4.78728 -0.27824 -5.64825 0.8 -1.0 0.2 0.2303
H 4.92360 1.24355 -6.51650 0.5 0.1 -0.6 0.2771
H 3.80967 -0.10753 -7.16375 0.5 0.2 0.2 0.2767
C -1.04742 3.90044 -3.74589 -0.5 -0.9 0.5 -0.8086
N -0.92166 4.87279 -2.65000 0.3 -0.9 0.2 1.0246
O -0.91353 4.41411 -1.53063 0.0 -0.4 0.6 -0.4829
O -0.79834 6.03110 -2.89486 0.1 1.8 -0.7 -0.5945
H -0.10569 3.49193 -4.02105 1.1 -0.2 0.2 0.4265
H -1.48958 4.28366 -4.62050 -0.6 1.0 -0.7 0.2985
H -1.66349 3.12470 -3.32721 -0.2 -0.4 -0.1 0.1371
C 3.11229 -2.70131 -2.80817 1.3 -0.1 -0.8 -0.6502
N 4.61228 -2.75822 -3.15748 -0.6 0.6 -1.3 0.8756
O 5.37660 -3.52337 -2.60900 -0.6 0.6 -0.2 -0.5544
O 4.91042 -1.98733 -4.08936 0.1 -0.9 1.3 -0.5870
H 2.87180 -3.51846 -2.17417 0.1 -0.3 1.2 0.3047
H 2.57721 -2.94878 -3.72550 0.2 0.8 0.0 0.4381
H 2.97140 -1.68744 -2.41277 -0.3 -0.6 -0.2 0.1423
C -0.64111 1.85869 2.75449 0.0 1.7 0.3 -0.4356
N -1.94724 1.56605 3.38791 -0.8 -1.9 -0.8 1.0563
O -2.02965 1.75579 4.56650 -0.1 0.5 0.8 -0.6042
O -2.85668 1.02968 2.72120 1.2 1.1 0.3 -0.5713
H -0.69764 1.62212 1.70994 0.2 -0.3 -0.2 0.0350
H 0.15864 1.39627 3.33545 -0.5 -0.3 -0.3 0.1381
H -0.48002 2.95281 2.88318 -0.2 -0.7 -0.2 0.3540
O -0.96924 -6.40163 3.46805 0.2 0.2 1.2 -0.7073
C 0.12018 -6.97257 3.45605 -2.4 0.1 0.0 0.7897
N 0.69002 -7.50967 4.57055 0.4 0.0 -2.4 -0.4664
C 0.69943 -7.16530 2.13024 0.4 -1.5 0.3 -1.1961
H 0.35389 -7.15030 5.41410 -0.2 0.4 1.5 0.2433
H 1.65573 -7.73217 4.42730 0.3 -0.2 0.7 0.2029
H 1.27515 -8.07483 2.09261 0.3 -0.3 -0.4 0.4032
H 1.29765 -6.34463 1.94972 1.8 1.8 -0.4 0.3406
H -0.05925 -7.08911 1.38636 -0.6 -0.4 -0.4 0.3222
O -0.62824 -1.22863 3.68139 -2.1 -0.1 1.6 -0.5508
C -1.07895 -1.99889 4.59130 2.6 1.1 -2.1 0.4941
N -0.32566 -3.09617 4.76247 -2.5 -0.8 1.7 -0.1186
C -2.27489 -1.64333 5.44363 0.2 -1.1 -0.6 -1.1740
H 0.50415 -3.17794 4.20810 0.7 0.0 -0.5 0.2705
H -0.77699 -3.91508 5.16597 0.5 0.3 0.0 0.2222
H -2.96734 -1.17901 4.74134 -0.1 0.5 0.5 0.2175
H -1.98961 -1.05685 6.32398 -0.1 0.3 -0.5 0.2632
H -2.73967 -2.55548 5.82360 0.0 0.0 0.0 0.4584
O -0.90972 -3.65130 0.37846 -0.3 1.2 0.0 -0.7034
C -1.84947 -3.38616 1.12696 -0.2 -0.9 0.0 0.6769
N -2.22005 -4.31322 2.06721 -1.6 3.0 -1.0 -0.1996
C -2.72867 -2.06871 1.06705 2.2 -0.5 -1.0 -0.7222
H -1.71740 -5.13370 2.28080 0.6 -1.1 0.1 0.0959
H -3.18129 -4.17436 2.32567 0.1 -0.5 0.7 0.2070
H -3.07510 -1.76126 2.01031 -0.4 0.1 1.5 0.2580
H -3.59438 -2.15209 0.42452 0.0 -0.2 -0.5 0.5496
H -2.05724 -1.23421 0.73923 -0.6 -0.8 0.0 -0.1561
O 0.41471 -2.56070 -3.71777 -0.2 -0.8 0.5 -0.6800
C -0.48149 -1.82949 -3.33533 0.1 0.3 0.8 0.5443
N -1.20800 -1.94833 -2.17134 0.1 1.3 -1.8 -0.0106
C -0.76209 -0.60803 -4.14820 -0.7 1.3 -0.9 -0.1377
H -1.11080 -2.71703 -1.54192 -0.1 -0.6 0.5 0.1100
H -1.95638 -1.24816 -2.10018 0.4 -0.9 0.5 0.0056
H 0.19785 -0.37413 -4.68459 -1.2 -0.1 0.4 -0.0099
H -1.10023 0.30227 -3.54075 0.3 -1.4 -0.9 -0.1627
H -1.57774 -0.89156 -4.89679 1.1 0.6 0.8 0.3750
O 2.85542 5.46761 3.15591 0.4 0.3 0.4 -0.6458
C 2.75574 4.38172 2.64818 -0.2 -2.0 -0.4 0.5079
N 1.73455 4.04763 1.79694 -0.2 0.0 -1.3 -0.1834
C 3.63557 3.12959 2.84664 -0.8 0.4 -0.2 -0.3097
H 1.83704 3.23988 1.11583 -0.3 1.3 1.3 0.1469
H 1.25957 4.89249 1.49142 -0.2 -0.4 -0.3 0.1807
H 4.19390 3.17734 3.75382 0.4 0.1 0.6 0.4020
H 4.30510 3.09799 1.98816 0.1 -0.3 0.0 0.2924
H 2.96356 2.24389 2.85386 0.6 0.6 -0.1 -0.2261
O 2.12089 -2.78164 3.56252 0.2 0.5 -1.0 -0.7817
C 2.47891 -1.71719 3.03087 2.0 -1.5 0.9 0.7276
N 1.87671 -0.55903 3.21816 1.2 0.4 -0.7 -0.0682
C 3.81328 -1.62965 2.23366 -1.1 -0.3 0.1 -0.9460
H 0.92763 -0.60013 3.52472 -1.0 0.2 0.3 0.3290
H 2.31144 0.18278 2.69684 -0.7 0.5 0.0 -0.2513
H 4.27701 -0.63427 2.29371 -0.1 -0.4 0.0 0.2777
H 3.57039 -1.86012 1.19166 0.1 0.2 0.0 0.0683
H 4.46827 -2.41683 2.58689 0.2 0.1 0.1 0.3930
O -3.59584 5.01151 -3.01853 0.0 -0.6 -0.3 -0.5569
C -3.97464 6.15949 -2.91534 -0.5 0.3 0.0 0.6947
N -4.00416 7.02961 -3.95461 -0.2 1.0 0.6 -0.4240
C -4.47702 6.69175 -1.62001 -0.3 -0.2 -0.1 -1.0549
H -3.59719 6.71366 -4.80485 0.3 0.0 -0.6 0.2240
H -4.11176 8.04161 -3.78402 0.1 -1.2 -0.3 0.1990
H -5.32176 6.12767 -1.23431 0.1 -0.3 -0.1 0.2521
H -4.76544 7.70963 -1.67873 -0.4 1.1 -0.1 0.4240
H -3.65655 6.63618 -0.95233 0.7 -0.2 1.0 0.2490
O 1.54284 1.24944 0.72814 0.5 0.9 0.4 -0.3248
C 1.36101 0.62978 -0.29813 -0.5 -1.0 -1.0 0.4446
N 1.27773 -0.75765 -0.23898 -0.7 0.4 0.9 0.4226
C 1.26704 1.25779 -1.69329 0.9 -0.6 1.0 -0.2221
H 0.60540 -1.22560 -0.85465 0.4 0.3 0.0 -0.0758
H 1.12634 -1.03076 0.74960 0.2 0.0 -0.9 -0.1665
H 1.90190 0.63639 -2.32267 -0.2 0.1 -0.4 -0.0097
H 1.66582 2.26772 -1.68715 -0.1 0.1 0.1 0.3250
H 0.24752 1.25574 -2.03221 -0.4 -0.1 -0.2 -0.2710
```
Forces are in eV/Å.


Record 2
Density functional theory data (ωB97M-V/def2-TZVPD) for 10 unconnected molecules or ions with the total composition C21H56BF16N7O7P2 at a distorted geometry.

Output
**Multiplicity**: 1
**Kohn-Sham gap**: 0.2873 hartree
**Molar mass**: 895.4 g/mol
**Charge**: +4

Geometry as XYZ:
```
110
Properties=species:S:1:pos:R:3:forces:R:3:mulliken_charge:R:1
C 3.41355 1.05592 2.72980 -1.9 -0.8 0.0 -0.4937
C 2.31345 2.05202 3.10966 2.5 1.1 0.0 0.2526
O 2.45447 3.23003 3.10230 -0.7 -0.2 -0.2 -0.4040
N 1.07668 1.43884 3.64224 -0.3 0.8 0.0 1.7349
H 0.25425 1.93605 3.29824 0.0 1.2 0.2 -0.3555
H 0.93679 0.57298 3.12552 0.3 -0.9 1.1 -0.2906
C 1.06637 1.43424 5.17337 0.3 -1.5 -0.2 -0.8260
H 4.32264 1.41114 2.25735 -0.2 0.7 0.2 0.5482
H 2.85782 0.39722 2.05097 0.4 -0.3 -0.2 -0.3472
H 3.62937 0.41865 3.58852 0.1 0.1 0.1 0.3669
H 1.35784 0.41729 5.43423 -0.2 0.0 0.2 0.3420
H 0.06724 1.66103 5.53096 0.1 0.2 -0.1 0.3530
H 1.82355 2.08742 5.59739 -0.2 0.4 -0.4 0.3039
C 3.39219 1.91462 -2.48521 -0.2 0.6 1.3 -0.5212
C 2.23387 1.96416 -3.43167 1.5 -1.1 1.0 0.2311
O 1.16982 1.48605 -3.23917 -0.2 0.6 -1.0 -0.4337
N 2.59327 2.58825 -4.77591 -0.7 -0.2 0.4 -0.0147
H 1.71300 3.02972 -5.04749 0.1 0.2 -0.6 0.4228
H 3.28656 3.32001 -4.62067 0.2 0.0 -0.2 0.4374
C 2.99011 1.53028 -5.78848 -0.7 -0.4 0.0 -0.7392
H 3.99271 1.00576 -2.50662 -0.2 -0.2 -0.5 0.1749
H 2.92512 1.93058 -1.49718 0.0 -0.1 0.0 -0.1194
H 4.07976 2.76133 -2.48477 -0.1 0.1 -0.5 0.5790
H 3.47008 1.98948 -6.64765 -0.1 0.0 0.0 0.3953
H 2.04790 1.04255 -6.03318 0.0 0.2 -0.5 0.3290
H 3.58728 0.72066 -5.37261 0.4 0.6 0.4 0.2965
C -5.96805 0.65083 -1.43742 0.0 -1.0 0.6 -1.1141
C -4.69220 0.15356 -2.04657 -0.2 2.8 0.2 0.3310
O -3.64315 0.69067 -1.84995 -0.2 -1.5 -0.6 -0.3646
N -4.81894 -0.86345 -3.17503 1.2 0.4 -0.1 0.0300
H -3.88326 -1.25835 -3.24849 0.0 -0.3 0.0 0.2946
H -5.44387 -1.57559 -2.79594 -0.5 -0.3 -1.0 0.4302
C -5.10880 -0.19092 -4.52495 -1.3 0.8 -0.3 -0.7460
H -5.67095 1.39679 -0.70511 -0.2 0.3 -0.3 0.2362
H -6.48727 -0.12189 -0.86224 0.0 -0.2 -0.2 0.4327
H -6.68234 0.99933 -2.18456 0.1 0.2 0.0 0.4111
H -6.18030 -0.01969 -4.61631 0.0 -0.2 0.2 0.3625
H -4.79721 -0.69573 -5.43803 0.2 -0.8 0.6 0.3756
H -4.64426 0.79354 -4.57204 0.2 -0.1 0.6 0.3242
C 3.93721 -1.42740 0.00112 0.1 1.1 0.6 -0.5379
C 3.99560 -2.89063 -0.16805 -1.1 -0.9 -1.6 0.1037
O 3.15155 -3.50614 -0.75476 0.9 -0.1 0.6 -0.4574
N 5.20901 -3.64791 0.36962 0.2 1.1 0.4 0.1031
H 5.67768 -2.93925 0.93861 0.4 0.1 -0.2 0.4346
H 5.02358 -4.33770 1.10528 -0.8 -0.5 -0.4 0.4174
C 6.18658 -4.14413 -0.69059 0.4 -0.4 -0.1 -0.6706
H 2.90396 -1.13740 -0.18396 -0.1 -0.1 0.7 -0.4544
H 4.43591 -0.72539 -0.67153 0.8 -0.9 -0.4 0.5460
H 4.31013 -1.14542 0.98862 -0.5 0.1 0.1 0.5305
H 5.95101 -3.80278 -1.69636 -0.2 0.7 0.3 0.2496
H 6.19553 -5.22571 -0.81356 -0.3 0.0 0.7 0.3459
H 7.15392 -3.80173 -0.33363 0.1 -0.1 -0.4 0.3829
C -2.28235 4.32487 -1.85804 0.2 0.6 -1.2 -0.8104
C -2.48069 4.97571 -0.53647 0.6 -0.3 -0.3 0.5447
O -2.73301 6.10121 -0.29845 -0.2 -0.1 0.2 -0.3961
N -2.18570 4.01346 0.56844 -0.8 0.9 1.6 0.4503
H -1.42236 3.33151 0.38848 -0.4 0.5 0.0 0.2049
H -1.92032 4.55209 1.40768 0.2 0.4 -0.1 0.2013
C -3.39021 3.22528 1.03106 1.3 -1.6 -0.9 -0.3987
H -2.72641 3.33414 -1.93193 0.0 0.0 0.1 0.0851
H -1.21301 4.27905 -2.08459 0.2 -0.4 0.5 0.2238
H -2.59811 4.98015 -2.67048 -0.6 -0.1 0.2 0.4148
H -3.36171 2.43087 0.28203 -1.1 -0.1 -0.2 -0.1366
H -4.32477 3.76723 1.12491 0.3 0.3 0.0 0.4389
H -3.08518 2.70107 1.93577 -0.3 0.6 0.2 0.2759
C 1.66515 -3.43341 -3.53699 -0.6 -0.1 0.2 -1.4294
C 1.44245 -2.07673 -2.95066 1.8 -0.2 0.0 0.4618
O 2.29542 -1.23663 -2.96518 -1.8 -0.1 0.5 -0.3350
N 0.05834 -1.88019 -2.24960 2.2 -0.6 -0.5 0.0803
H -0.10508 -0.86913 -2.22831 -0.5 0.1 0.3 0.2569
H -0.54962 -2.43535 -2.84468 -0.5 0.5 -0.1 0.4247
C -0.00182 -2.54388 -0.84262 0.4 1.6 -1.5 -0.5575
H 0.88850 -3.69784 -4.25781 0.1 0.0 -0.1 0.4704
H 1.64320 -4.20078 -2.76018 0.0 0.0 0.1 0.3807
H 2.65127 -3.42068 -3.99224 -0.1 -0.1 -0.1 0.3614
H 0.61065 -1.89030 -0.22395 -0.2 -0.2 0.4 -0.3294
H 0.44936 -3.52300 -0.97078 -0.5 -0.2 0.4 0.3986
H -1.06846 -2.42304 -0.68690 0.2 -0.7 0.9 0.4631
C -4.37786 -3.72663 0.86251 0.0 0.5 0.7 -1.3090
C -2.92534 -3.86736 1.15638 0.7 -2.3 0.5 0.7064
O -2.15518 -4.57864 0.59031 -0.1 1.1 -0.1 -0.4037
N -2.48026 -3.34398 2.51730 -1.2 2.2 0.5 0.0605
H -3.33773 -3.08365 3.01051 -0.2 0.0 0.0 0.4516
H -2.11320 -4.04428 3.16908 1.1 -0.2 -0.6 0.3945
C -1.75233 -1.99447 2.39374 1.0 0.0 -0.2 -1.1968
H -4.90480 -3.94132 1.79647 -0.2 -0.3 -0.1 0.4414
H -4.63726 -4.45937 0.10343 -0.1 0.3 -0.1 0.3917
H -4.67353 -2.69448 0.66321 0.1 0.0 -0.4 0.3162
H -2.38205 -1.28122 1.86365 -0.3 -0.3 0.0 0.4968
H -0.80721 -2.08674 1.86544 -0.2 -0.5 -0.1 -0.0134
H -1.44867 -1.54728 3.33858 -0.4 -0.5 0.3 0.6090
P -1.47429 4.46217 4.00819 -0.5 2.4 3.2 1.3638
F -0.12128 4.16457 4.89808 -0.8 -0.6 -1.2 -0.3614
F -1.11932 3.26289 2.94764 0.4 -0.8 -0.2 -0.5675
F -2.36220 3.40881 4.83743 0.5 -0.4 -0.1 -0.3887
F -2.80421 4.82457 3.13303 -0.4 -0.4 -0.5 -0.3513
F -1.84739 5.62931 5.05759 0.1 -0.6 -0.7 -0.3199
F -0.70119 5.48199 3.05495 0.8 -0.1 -0.3 -0.3647
P 1.94010 -2.62247 3.50255 0.2 -0.3 3.4 1.4937
F 0.96466 -1.29732 3.64058 0.2 0.3 -0.2 -0.3181
F 1.99993 -2.25071 1.90561 0.5 -0.1 0.0 -0.7689
F 3.23968 -1.79608 3.99709 0.1 0.9 -1.9 -0.3535
F 2.95577 -3.87835 3.22340 -1.2 0.4 0.0 -0.3897
F 1.74187 -2.83469 5.10940 -0.3 -1.1 -1.0 -0.3451
F 0.59139 -3.49559 3.26746 0.4 -0.4 -0.7 -0.3784
B -0.12668 0.92736 0.41196 1.1 0.3 -1.1 -0.5495
F -0.30082 2.26738 0.81255 0.1 -0.9 -0.7 -0.3030
F 0.21294 0.19287 1.53160 -0.9 -0.7 0.1 0.6040
F -1.17445 0.40636 -0.38024 -0.9 -0.1 0.8 -0.4537
F 0.95862 0.78682 -0.48209 0.8 0.3 -0.2 -0.1572
```
Forces are in eV/Å.


> The lowest molar mass belongs to which entry?

C21H55N13O18


> What is the multiplicity in the second record?

1


> Which value of multiplicity does entry 1 give?

1